No. 1
Here is a molecular structure, C23H12Cl6N2ORe from OMol25. Energies are from ωB97M-V/def2-TZVPD.

The geometry in XYZ format:
```
45
Properties=species:S:1:pos:R:3:lowdin_charge:R:1
Re 0.16 1.55 0.32 1.152
Cl -7.04 0.98 0.89 0.640
C -5.38 1.45 0.66 -0.685
C -5.02 2.78 0.86 -0.109
C -3.71 3.16 0.67 -0.009
C -2.72 2.23 0.29 -0.358
O -1.50 2.66 0.08 -0.263
C -3.10 0.87 0.12 -0.143
C -2.18 -0.15 -0.28 -0.072
N -0.87 -0.03 -0.20 -0.152
C -0.09 -1.13 -0.65 -0.180
C -0.31 -2.36 -0.06 0.009
C 0.39 -3.49 -0.49 -0.046
C 1.29 -3.39 -1.51 -0.024
C 1.57 -2.14 -2.11 -0.153
C 2.54 -2.03 -3.12 0.017
C 2.83 -0.79 -3.65 -0.032
C 2.15 0.31 -3.17 -0.041
N 1.21 0.24 -2.22 -0.049
C 0.88 -0.98 -1.67 -0.096
C -4.45 0.51 0.29 -0.075
H -5.77 3.50 1.16 0.104
H -3.42 4.20 0.81 0.116
H -2.57 -1.08 -0.66 0.128
H -1.03 -2.43 0.75 0.129
H 0.21 -4.45 -0.01 0.115
H 1.84 -4.26 -1.86 0.118
H 3.07 -2.92 -3.45 0.127
H 3.58 -0.66 -4.41 0.117
H 2.36 1.31 -3.53 0.137
H -4.76 -0.52 0.13 0.110
Cl 3.67 -0.13 -0.13 0.710
C 2.94 0.06 1.43 -0.693
C 1.72 0.73 1.54 -0.344
C 1.28 0.89 2.85 -0.675
Cl -0.25 1.76 2.96 0.693
C 1.91 0.44 3.99 -0.724
Cl 1.25 0.71 5.55 0.689
C 3.11 -0.25 3.83 -0.720
Cl 3.94 -0.87 5.20 0.670
C 3.63 -0.44 2.54 -0.712
Cl 5.12 -1.28 2.35 0.666
C 0.61 1.51 -1.73 -0.232
H -0.36 1.63 -2.24 0.079
H 1.26 2.30 -2.11 0.056
```

## Properties
ΔE to the lowest compared entry with this formula, charge and spin: 29.6 kcal per mole
Lowest unoccupied orbital energy (spin up / spin down): -0.054 / -0.054 Ha
Spin multiplicity: 2
<S²>: 0.841

No. 2
Here is a molecular structure, C23H13BrF3N3O9RuS from OMol25. Energies are from ωB97M-V/def2-TZVPD.

The geometry in XYZ format:
```
54
Properties=species:S:1:pos:R:3:lowdin_charge:R:1
Ru 0.78 0.33 0.28 1.215
O 0.68 0.83 4.20 0.090
C 1.08 0.28 3.20 -0.549
O 0.30 0.08 2.15 -0.173
C 2.45 -0.36 3.16 -0.039
C 3.01 -0.71 4.35 0.071
C 4.21 -1.42 4.39 -0.146
C 4.84 -1.82 3.23 0.071
C 4.29 -1.47 2.01 -0.057
C 3.12 -0.65 1.91 -0.268
O 2.69 -0.18 0.81 -0.161
N 4.92 -2.04 0.83 -0.344
O 4.55 -1.67 -0.27 0.071
O 5.79 -2.89 1.00 0.038
N 4.80 -1.78 5.66 -0.367
O 5.90 -2.31 5.66 0.051
O 4.18 -1.51 6.68 0.060
H 2.50 -0.44 5.27 0.132
H 5.74 -2.41 3.27 0.127
O 2.51 -5.57 -0.44 0.085
C 1.90 -4.38 -0.28 -0.303
C 1.19 -4.04 0.88 0.016
C 0.61 -2.79 0.95 -0.094
N 0.70 -1.90 -0.04 -0.059
C 1.38 -2.24 -1.12 -0.707
Br 1.57 -0.84 -2.38 0.846
C 1.99 -3.46 -1.31 -0.029
H 2.53 -6.04 0.41 0.116
H 1.11 -4.73 1.71 0.119
H 0.07 -2.46 1.82 0.123
H 2.57 -3.68 -2.20 0.124
C -5.60 5.05 -4.11 -0.041
C -6.88 4.30 -4.39 -0.746
O -7.87 4.84 -4.82 -0.015
S -6.96 2.53 -4.17 1.011
C -5.48 2.09 -3.29 -0.583
C -4.39 1.56 -3.97 -0.106
C -3.24 1.20 -3.29 -0.030
C -3.15 1.38 -1.90 -0.252
C -4.25 1.91 -1.23 -0.025
C -5.41 2.25 -1.91 -0.107
C -1.96 1.04 -1.21 -0.116
C -0.94 0.74 -0.60 -0.162
H -5.86 6.03 -3.72 0.087
H -5.09 5.18 -5.06 0.094
H -4.94 4.53 -3.43 0.062
H -4.45 1.43 -5.05 0.102
H -2.40 0.78 -3.82 0.114
H -4.19 2.04 -0.15 0.119
H -6.26 2.65 -1.37 0.107
F 1.67 2.74 -0.79 -0.003
C 1.22 2.29 0.44 -0.646
F 0.22 3.14 0.78 0.040
F 2.23 2.58 1.31 0.037
```

## Properties
ΔE to the lowest compared entry with this formula, charge and spin: 0.0 kcal per mole
Net charge: -1
Lowest unoccupied orbital energy (spin up / spin down): 0.065 / 0.056 Ha
Spin multiplicity: 2
<S²>: 0.758

Number 1: energy -3907.761646 hartree. Number 2: energy -5092.296162 hartree.